90
Properties=species:S:1:pos:R:3:forces:R:3 method="wB97M-V/def2-TZVPD" multiplicity=5 max_force_ha_per_bohr=0.03272 molar_mass_da=816.38 charge=+2 de_lowest_ev=1.342 lumo_energy_ha="-0.1746 / -0.2198"
Si -1.406087 -3.036758 -3.080166 -0.20 0.39 0.25
C 0.914817 5.187122 2.280494 -0.08 -0.15 -0.34
H 2.840002 -2.334873 0.855350 0.01 0.01 0.00
H -2.112981 -4.384742 0.538657 0.03 0.01 -0.02
H -1.113907 1.901912 3.926528 0.01 -0.02 -0.02
H -2.081535 2.311729 -0.757198 0.03 -0.04 -0.04
H -0.505739 -3.026695 -5.395087 0.03 -0.02 0.01
C 3.633217 -1.633902 0.581665 0.11 -0.10 0.01
H 3.095696 3.560852 3.386996 0.01 0.02 -0.03
H -0.289432 -4.163616 -1.123835 -0.04 -0.01 -0.01
O 4.122367 0.449938 1.797579 -0.56 0.16 0.05
C -3.608477 -0.784226 1.716133 0.06 -0.28 0.06
Sb -1.745398 -1.095665 -1.346733 -0.05 -0.14 -0.13
H -3.482827 -4.383962 -2.732461 0.02 0.01 0.01
H -5.456737 -0.058187 -2.006519 0.04 -0.01 0.02
H -1.720390 3.473795 3.395787 0.01 -0.02 -0.04
O 3.096646 -0.586588 -0.214728 -0.23 0.36 0.31
H 2.879587 1.817049 3.445197 0.11 0.09 0.11
Sb 0.697556 3.056192 2.233195 -0.28 0.94 1.37
H -0.479378 3.395706 4.657835 0.13 0.03 -0.07
C 3.308972 2.773826 -1.067776 -0.07 -0.03 -0.27
H 6.090035 0.987436 1.403685 -0.02 -0.02 0.06
Si -3.253652 -2.179678 0.489128 0.10 0.16 -0.70
H -2.817086 -4.633452 -4.344114 0.01 0.00 0.00
H -1.074001 -1.415201 -4.976465 -0.03 -0.03 0.02
C -3.013656 -3.878887 -3.577409 0.27 0.03 0.01
H 2.922313 -1.653244 -1.991200 0.01 0.00 0.05
Si -3.156124 0.824473 -2.439560 0.22 -0.68 0.16
H -5.477816 -3.295691 0.578614 0.01 0.00 0.01
S 0.429980 -0.798517 1.943451 0.34 0.37 -0.61
C -3.107841 2.146133 -1.093899 -0.13 0.04 -0.20
H -3.700307 1.841951 -0.229025 0.00 -0.02 0.00
H -1.192851 1.692232 -3.728814 0.00 -0.03 0.02
H 4.391190 -2.178673 0.014535 0.00 0.06 -0.04
H 1.888128 0.209105 4.131626 0.08 -0.01 0.04
C -2.210815 -3.562912 1.249937 -0.21 0.22 0.09
C -4.899021 0.274178 -2.882824 0.16 0.30 0.03
H 1.737166 2.751603 -2.531332 -0.06 -0.02 0.01
H -4.645012 -3.683833 -0.923903 0.02 0.03 -0.01
H -2.711231 2.212998 -4.460092 -0.02 0.01 0.02
H 4.704928 2.996022 1.870166 0.05 0.04 -0.02
H -4.881689 -0.541550 -3.606414 0.05 -0.03 0.02
H 1.450026 -1.574033 -0.986544 -0.03 -0.01 0.04
C -0.221620 -4.234065 -2.210918 -0.15 0.06 -0.11
H -5.431720 -2.115894 -0.730088 0.04 0.01 -0.02
H 5.434945 3.085571 0.254166 -0.05 0.06 0.00
H 5.270463 -1.266677 1.982490 0.00 0.07 0.05
C -0.549224 -2.289416 -4.589586 -0.12 -0.11 0.14
H -4.308509 -0.067222 1.284455 0.01 -0.01 -0.04
H 1.731909 5.503426 1.635424 0.00 -0.02 0.00
H 0.923437 -0.264819 5.478610 -0.01 0.06 -0.02
H 1.222995 3.213622 -0.893588 -0.06 0.04 -0.14
N -0.899887 -1.346643 4.123837 0.10 -0.07 -0.12
H -0.005336 5.670661 1.960821 0.00 -0.02 -0.02
H 0.477476 -1.992032 -4.362683 -0.01 0.00 0.03
H -4.067010 -1.164373 2.634558 -0.02 0.00 0.00
H 3.660621 -1.274726 2.723534 0.07 -0.03 0.01
C -4.849904 -2.881154 -0.215260 0.12 0.06 0.28
C 2.371648 2.773661 3.588863 -0.01 -0.11 -0.11
O 1.431322 1.220500 -1.152932 0.28 0.07 0.69
H -5.454538 1.101524 -3.333705 -0.01 -0.01 0.01
H -2.696878 -0.241008 1.978539 0.01 0.02 -0.03
H -3.506369 3.099073 -1.451629 -0.02 -0.01 0.00
Fe 1.936156 1.000685 1.108021 0.65 -0.94 -1.11
C 2.326808 -1.016845 -1.329401 -0.32 -0.03 -0.15
H 5.090606 0.641743 -0.029419 0.04 -0.09 0.05
H 1.112844 -0.018844 -2.775638 -0.06 0.04 0.00
H 1.132102 5.459069 3.311288 -0.01 -0.05 0.02
H -3.731657 -3.167758 -3.987346 0.01 0.04 0.02
C 1.911235 0.230628 -2.074973 0.01 -0.25 -0.20
H -1.540922 -1.811015 3.497459 -0.03 0.03 0.02
C 4.715229 2.551547 0.876683 0.14 -0.10 0.19
C 1.866092 2.545800 -1.467391 0.12 0.20 -0.04
H -1.051272 -1.428808 5.117036 -0.05 -0.03 -0.01
H 3.949178 2.009904 -1.518690 0.06 0.04 0.05
O 3.386780 2.703104 0.361123 -0.34 -0.47 0.03
H 3.645704 3.754902 -1.411110 -0.01 0.02 0.07
N 1.036445 -0.187491 4.479042 -0.21 -0.15 0.00
H -1.207909 -3.209738 1.494884 0.08 -0.03 -0.03
C 0.186371 -0.769972 3.624905 0.17 0.13 0.62
C -2.208308 1.372660 -3.975029 -0.14 0.03 0.19
C 5.095541 1.091527 0.964796 0.06 0.22 -0.18
H 2.039555 2.864877 4.621301 -0.07 -0.04 -0.01
H -0.441466 -5.266603 -2.490576 0.02 -0.01 -0.02
H -2.143875 0.566619 -4.706767 -0.01 -0.01 0.02
C 4.229396 -0.973736 1.845152 -0.05 -0.23 -0.01
H 0.813462 -4.032568 -2.496543 0.00 0.03 -0.01
H 2.760224 0.626285 -2.636300 -0.02 0.06 0.04
C -0.837334 2.937011 3.738202 -0.03 -0.14 -0.39
H -2.663434 -3.982333 2.153966 -0.06 0.03 -0.02

=====

16
Properties=species:S:1:pos:R:3:forces:R:3 method="wB97M-V/def2-TZVPD" max_force_ha_per_bohr=0.13647 molar_mass_da=244.01 de_lowest_ev=1.238 lumo_energy_ha=-0.0212
O -2.552188 -2.452822 1.289580 0.77 -0.19 0.23
H 1.764232 0.174576 1.436246 -0.22 -0.13 0.80
O -3.249001 -0.562899 -0.048876 -1.82 1.22 -0.97
H 3.050435 -0.533309 -0.319765 -2.05 0.05 -2.14
C 1.815925 0.832991 0.594890 2.01 0.09 -3.15
N -0.969082 -0.495612 0.827614 -0.39 -0.34 -0.67
H 2.808358 1.468221 0.615913 -2.14 -0.79 0.39
H 1.102735 -0.715627 -0.739329 1.19 -0.80 0.31
P -1.033487 0.880208 0.022533 6.08 -0.12 3.50
Cl -2.258935 2.184363 0.622950 -0.92 1.59 0.56
O 0.738785 1.720271 0.446070 -4.52 -1.06 -0.70
H 1.866496 0.490609 -1.601308 1.34 0.32 -0.34
C 2.025281 -0.101162 -0.710817 -0.14 0.61 3.58
F -1.747182 -2.171145 -0.996798 -0.02 0.84 1.67
Cl -1.141276 0.689714 -1.839569 0.01 0.31 -2.70
S -2.221097 -1.408378 0.400663 0.84 -1.60 -0.35

=====

62
Properties=species:S:1:pos:R:3:forces:R:3 method="wB97M-V/def2-TZVPD" max_force_ha_per_bohr=0.02571 molar_mass_da=628.54 lumo_energy_ha=0.0078
H 2.079916 7.497348 1.285694 0.01 0.00 0.00
H 1.905963 3.715824 2.851884 0.03 -0.01 0.02
H 1.078072 0.038905 -1.989245 -0.23 -0.14 -0.03
C 3.517748 0.984378 3.860126 -0.01 -0.02 0.01
C 4.006697 6.702491 1.814978 0.01 -0.01 0.01
C 1.451575 0.146493 4.705159 0.02 0.00 0.01
P 1.388935 -0.774900 -0.895184 1.32 0.07 0.00
H 4.380111 3.626682 3.153231 -0.02 0.01 0.02
H -7.774665 -3.017975 -5.326558 0.00 0.00 0.00
H -8.807763 0.845793 -6.861893 -0.01 -0.01 0.00
C 0.905836 0.379101 3.451601 0.00 0.01 -0.03
F -1.366867 0.171625 -1.874819 -0.27 0.12 -0.21
H 4.563064 1.237651 3.976479 0.00 -0.01 -0.01
H 1.916678 -3.538428 1.036512 0.01 0.03 0.03
H 1.471021 0.088990 0.198321 -0.38 -0.01 0.12
H 0.841482 -0.267174 5.496147 0.00 0.00 0.00
H 6.377900 -5.437649 1.489080 0.00 0.00 -0.01
C 2.879190 1.183098 2.645624 -0.03 -0.11 -0.04
C -6.638476 0.069274 -4.583719 -0.03 0.03 -0.08
C -8.231341 0.209014 -6.199526 0.02 0.01 0.02
C -8.419158 -1.165418 -6.208277 0.01 -0.01 0.01
H 5.737222 5.602707 2.458360 0.00 0.00 0.00
C 4.409091 -5.565982 0.646086 -0.02 0.02 -0.01
C 2.918876 -3.931948 1.163735 -0.04 -0.03 -0.03
N 1.891289 5.606641 2.061407 0.00 0.00 0.00
H -9.143786 -1.612041 -6.875635 0.00 0.01 0.00
C 2.786672 0.454673 4.912160 -0.01 0.01 -0.01
S -0.357934 -2.868565 -1.511287 -0.28 0.32 -0.23
H 4.551680 7.581510 1.498941 -0.01 0.00 0.00
O 0.023968 -1.596638 -0.534788 0.27 -0.27 -0.09
H -6.126145 -1.872454 -3.830649 0.01 0.00 -0.01
C 2.625485 6.654312 1.695321 -0.02 -0.03 0.01
H -0.134823 0.147660 3.252791 0.00 0.00 0.01
C -6.746996 -1.312091 -4.516875 0.00 -0.01 0.02
N 1.597243 0.887587 2.432573 0.04 -0.04 0.03
C 5.400298 -4.980333 1.418917 0.00 0.01 0.01
N 3.183893 -5.060839 0.513692 0.01 -0.01 0.03
C 3.908950 4.504253 2.732923 -0.01 0.07 -0.03
C 3.836966 -3.265887 1.961770 0.02 0.00 0.01
O -0.256932 -2.394481 -2.858363 0.11 -0.18 0.18
H 4.605588 -6.485210 0.105264 0.01 0.00 0.01
H 3.249341 0.285154 5.875733 0.00 0.00 0.00
H -5.934956 0.594295 -3.951660 -0.01 0.00 -0.02
C 4.660412 5.603184 2.346589 0.01 -0.01 0.01
C -2.443478 -0.102045 -1.133505 -0.30 -0.09 0.14
F -2.094448 -0.120990 0.156908 -0.05 0.17 0.00
C -3.550054 1.006197 -1.363647 0.36 0.01 0.07
O -3.254724 -1.882655 -2.951943 0.05 0.02 0.10
O 2.561914 -1.642395 -1.097066 -0.30 0.09 -0.03
S -3.123057 -1.776740 -1.543935 -0.16 -0.07 0.07
C -7.659219 -1.941854 -5.347869 0.00 0.01 0.00
C 2.531636 4.554743 2.568558 -0.03 0.07 -0.01
O -4.201355 -1.949790 -0.634615 0.11 -0.07 -0.21
H 3.415551 1.596491 1.797951 0.03 -0.01 0.02
H 3.560161 -2.346607 2.461737 -0.01 0.00 -0.01
F -4.027967 1.407651 -0.196017 -0.09 -0.03 -0.01
F -4.546983 0.546253 -2.110817 -0.04 -0.02 0.02
O -1.979617 -2.768749 -1.029091 -0.07 0.04 0.14
F -2.999902 2.041168 -1.987281 0.00 0.08 0.02
N -7.360100 0.828631 -5.406383 -0.02 -0.03 0.00
C 5.106085 -3.804057 2.091372 -0.01 0.00 -0.01
H 5.854240 -3.315882 2.703018 0.00 0.00 0.00

=====

14
Properties=species:S:1:pos:R:3:forces:R:3 method="wB97M-V/def2-TZVPD" max_force_ha_per_bohr=0.03357 molar_mass_da=90.11 charge=+1 de_lowest_ev=0.299 lumo_energy_ha=-0.1203
N 1.062241 1.543856 -1.196645 0.31 -0.28 0.48
H -0.686436 -2.291958 1.326809 0.43 -0.04 -0.12
H 1.027105 0.539264 -1.327551 -0.20 -0.04 -0.11
C -0.737575 -1.863252 0.312696 -0.65 0.40 0.59
N 0.985876 1.277936 1.104042 0.59 -0.15 0.87
N -1.865957 -2.247884 -0.287407 0.00 -0.55 -0.35
H 1.082615 0.268017 1.100226 -0.35 -0.13 -0.54
C 1.079184 2.009642 0.034792 -1.54 0.40 -0.66
H -2.353104 -3.035937 0.102470 -0.11 -0.02 0.13
H 0.985927 3.089458 0.125799 0.10 -0.14 0.21
H 0.713820 1.668757 1.995954 0.50 0.36 -0.17
H -2.061201 -2.075169 -1.259286 0.16 0.31 -0.12
O 0.050146 -1.021811 -0.096427 0.28 -0.14 -0.17
H 0.717359 2.139082 -1.935471 0.51 0.04 -0.04

=====

20
Properties=species:S:1:pos:R:3:forces:R:3 method="wB97M-V/def2-TZVPD" max_force_ha_per_bohr=0.09813 molar_mass_da=103.17 charge=+2 de_lowest_ev=4.494 lumo_energy_ha=-0.3099
H 0.425146 -2.138348 -0.340308 -0.91 -0.82 -0.47
N 2.247973 0.633667 -0.309677 -0.79 -2.52 -0.50
C 1.214629 -0.196327 -0.110557 -0.46 2.16 1.89
H -0.936622 -1.318589 0.853526 0.83 2.12 -0.65
N 0.055114 0.487392 0.059479 0.17 -2.06 1.40
C 1.126924 -1.662665 0.287593 4.34 0.58 -2.13
C -2.082463 -0.512940 -0.603428 0.62 2.87 -4.11
H 2.129212 -2.139023 0.046179 -1.17 0.40 0.16
H -2.952149 -0.897889 -0.275778 -2.84 -1.45 2.00
H -0.668510 2.038000 1.077424 -2.11 0.66 2.36
H 1.046563 -1.796296 1.335912 -0.51 0.08 1.12
H 2.097986 1.594359 -0.597187 0.17 -0.17 0.05
N -1.088567 -0.299066 0.498348 -0.44 -2.98 -2.61
H -0.565686 2.287563 -0.697694 0.77 0.14 1.74
H 0.834975 2.501848 0.506474 -0.07 -0.81 -0.25
H 3.145129 0.223248 -0.514960 0.37 0.03 -0.01
H -1.708801 0.022253 1.184682 -0.27 2.17 2.15
H -2.445665 0.395122 -1.240654 1.16 -0.70 1.91
C -0.066772 1.912852 0.271908 -0.09 1.13 -4.12
H -1.808416 -1.135158 -1.431285 1.23 -0.83 0.08

=====

11
Properties=species:S:1:pos:R:3:forces:R:3 method="wB97M-V/def2-TZVPD" smiles="C=C1C(=O)N1C" max_force_ha_per_bohr=0.07701 molar_mass_da=83.09 de_lowest_ev=3.189 lumo_energy_ha=0.0209
N 0.287360 -0.557043 -0.112495 -3.45 -1.93 0.23
H -0.915849 -2.247041 0.277347 -0.53 0.07 0.61
H -0.952304 -1.753406 -1.437800 -0.13 1.05 2.18
O 2.424422 -0.306631 -1.163765 0.71 -0.72 -1.15
H -1.757077 -0.600159 -0.182133 0.05 -1.04 0.17
C 0.142803 1.743142 0.945066 0.28 2.80 0.20
H -0.821276 1.594111 1.359759 -0.80 0.07 0.72
C 1.392213 -0.104396 -0.627007 1.89 1.76 0.34
H 0.601938 2.801081 1.096105 -0.61 -2.36 -0.57
C 0.557328 0.783212 0.166240 1.27 0.01 0.11
C -0.959556 -1.352868 -0.321314 1.33 0.28 -2.84